The following is a quantum chemistry calculation of a cluster of 7 separate species, C39H92N6O7 in total in a non-equilibrium geometry, from the OMol25 dataset.

Each line ends with the Mulliken charge.
Positions of all 144 atoms, in Å:
C -1.02030 1.93888 -0.70542  0.125
C -0.73551 3.43879 -0.59374  2.129
C -0.77039 4.16908 -1.98817  -0.856
C -2.11680 4.16959 -2.66167  -0.420
C -3.00511 4.91744 -1.67999  -1.448
C -3.11941 4.31577 -0.25805  1.530
N -1.83330 4.01750 0.23978  0.359
O -1.83144 3.66370 1.62766  -0.422
C -3.79144 5.35640 0.72401  -1.912
C -4.04692 3.08834 -0.24720  -1.790
C 0.61919 3.81416 0.09916  -2.182
H -0.24934 1.42024 -1.27528  -0.056
H -1.92897 1.69556 -1.25606  -0.341
H -1.16995 1.59196 0.31700  -0.167
H -0.24396 5.11071 -1.83229  0.467
H -0.05522 3.61415 -2.59537  -0.284
H -2.50032 3.15927 -2.80403  0.185
H -2.11880 4.67955 -3.62502  0.472
H -4.01935 4.89016 -2.07832  0.542
H -2.68876 5.96010 -1.70957  0.358
H -4.81152 5.61391 0.43903  0.372
H -3.81476 5.04333 1.76782  0.359
H -3.10323 6.19927 0.78765  0.467
H -5.09244 3.38184 -0.34116  0.586
H -3.84859 2.33096 -1.00557  0.236
H -3.95699 2.57084 0.70790  0.297
H 1.45940 3.37509 -0.43875  0.367
H 0.74264 3.20809 0.99668  0.204
H 0.85715 4.85048 0.33900  0.391
H -1.14531 4.22583 1.99489  0.358
C -2.16277 -1.57934 0.70213  -2.197
C -3.44702 -2.09539 0.02449  2.118
C -3.96298 -0.97481 -0.85798  0.084
C -5.15461 -1.42701 -1.72893  -1.235
C -4.90070 -2.67563 -2.57727  -0.964
C -4.24712 -3.86288 -1.68567  1.001
N -3.23712 -3.29216 -0.78093  0.511
O -2.54558 -4.26788 -0.08698  -0.340
C -5.30545 -4.62495 -1.01484  -1.541
C -3.50723 -4.85722 -2.69556  -1.751
C -4.50714 -2.33622 1.16578  -2.151
H -1.26443 -1.40690 0.10937  0.249
H -1.79096 -2.24015 1.48520  0.511
H -2.34197 -0.68625 1.30076  0.200
H -4.31707 -0.05423 -0.39401  0.362
H -3.05371 -0.71025 -1.39771  -0.392
H -5.43274 -0.60812 -2.39235  0.455
H -6.07393 -1.57229 -1.16161  0.371
H -4.26218 -2.32604 -3.38856  0.317
H -5.80885 -3.04957 -3.05006  0.464
H -5.01137 -5.31161 -0.22103  0.292
H -5.99377 -3.99864 -0.44735  0.387
H -5.94237 -5.09969 -1.76119  0.456
H -2.98733 -5.71007 -2.25915  0.331
H -4.15850 -5.08201 -3.54021  0.410
H -2.63455 -4.42564 -3.18573  0.341
H -4.25028 -3.18692 1.79700  0.430
H -5.52822 -2.58582 0.87737  0.393
H -4.72216 -1.44892 1.76124  0.405
H -3.26858 -4.78363 0.27755  0.322
C 3.62640 -0.86066 -3.80399  -1.919
C 2.72782 0.23724 -3.23753  2.143
C 2.76105 1.48080 -4.11565  -1.531
C 2.09115 1.36945 -5.45647  -1.006
C 0.60149 0.92130 -5.21772  -0.921
C 0.48074 -0.40127 -4.37320  1.455
N 1.34589 -0.29098 -3.19504  0.651
O 1.16315 -1.28089 -2.23943  -0.173
C -1.01113 -0.58811 -3.98790  -1.922
C 0.83132 -1.62503 -5.20196  -1.777
C 3.34473 0.74015 -1.89949  -1.280
H 3.37625 -1.82151 -3.35421  0.146
H 4.65445 -0.60706 -3.54532  0.552
H 3.63525 -0.92323 -4.89215  0.332
H 2.37213 2.42110 -3.72495  0.323
H 3.80828 1.76326 -4.22349  0.543
H 2.50515 0.55144 -6.04602  0.315
H 2.26840 2.29098 -6.01098  0.460
H 0.07254 0.69490 -6.14349  0.580
H 0.12547 1.72234 -4.65216  0.016
H -1.18011 -1.51274 -3.43598  0.636
H -1.21592 0.23110 -3.29864  -0.148
H -1.64507 -0.52795 -4.87254  0.595
H 0.88302 -2.50671 -4.56314  0.232
H -0.01801 -1.78156 -5.86697  0.538
H 1.78171 -1.52840 -5.72688  0.295
H 3.54896 -0.06381 -1.19234  0.017
H 2.65231 1.42571 -1.41095  -0.310
H 4.33401 1.16201 -2.07684  0.746
H 0.95578 -0.79309 -1.43903  -0.041
O 1.35281 -0.10391 0.50872  1.356
H 0.83753 -0.24032 1.30377  -0.341
H 2.22971 -0.41391 0.73493  -0.237
C 2.27594 -4.04266 3.23090  -1.669
C 1.45744 -4.00920 1.93284  0.933
C 2.17393 -3.42806 0.66371  0.318
O 3.40362 -4.10383 0.36907  -0.453
C 4.10041 -3.65191 -0.79895  -0.695
N 1.19023 -5.48857 1.76508  -0.801
H 1.75137 -4.29782 4.15166  0.451
H 2.64393 -3.07657 3.57638  0.267
H 3.23218 -4.55650 3.13249  0.348
H 0.57170 -3.42908 2.19167  -0.094
H 2.43225 -2.37692 0.79206  -0.426
H 1.59549 -3.45859 -0.25963  0.343
H 3.47622 -3.69872 -1.69132  0.274
H 5.03069 -4.21471 -0.87586  0.358
H 4.47965 -2.64072 -0.65139  0.196
H 0.60038 -5.52609 0.94609  0.294
H 2.07114 -5.85752 1.43650  0.348
C -0.88308 1.30723 3.60095  -1.582
C 0.21662 0.43328 4.25477  1.014
C -0.28831 -0.08221 5.65124  -1.035
O 0.53062 -1.09806 6.24080  -0.427
C 1.86595 -0.61010 6.52955  -0.588
N 0.60216 -0.62261 3.35395  0.277
H -0.55965 1.79634 2.68212  0.004
H -1.07077 2.18656 4.21710  0.591
H -1.81775 0.78337 3.40079  0.255
H 1.10597 1.05175 4.37579  -0.143
H -1.22647 -0.59136 5.43055  0.399
H -0.65014 0.69448 6.32498  0.453
H 1.85785 0.42293 6.87726  0.358
H 2.50218 -0.54246 5.64709  0.008
H 2.47848 -1.08378 7.29671  0.429
H 1.19066 -1.07912 4.03613  -0.176
H -0.16844 -1.27499 3.32786  0.160
C 4.59247 2.30735 1.07766  -1.277
C 4.46620 2.77319 2.50555  0.581
C 3.59102 1.84667 3.39670  0.024
O 3.58935 2.29801 4.76876  -0.403
C 4.57807 1.74973 5.62943  -0.787
N 5.79318 3.02629 2.99710  -0.718
H 5.20684 2.94241 0.43941  0.445
H 3.62313 2.20373 0.59007  -0.050
H 5.14601 1.38571 0.89801  0.475
H 3.95659 3.73278 2.41851  0.198
H 3.86128 0.79087 3.41520  0.292
H 2.57787 2.05063 3.05024  -0.385
H 5.59289 1.78615 5.23330  0.397
H 4.48458 0.68686 5.85231  0.255
H 4.59099 2.30227 6.56891  0.239
H 5.69018 3.42485 3.91940  0.342
H 6.35018 2.18739 2.91886  0.286

The value obtained for the lowest unoccupied orbital energy is 0.0205 Ha. Its spin multiplicity is 1. The calculation puts the energy relative to the best compared isomer or geometry (same formula, charge and spin) at 2.180 eV. The value obtained for the HOMO-LUMO gap is 8.186 eV. The molar mass is 757.2 g mol⁻¹.

=====

The following is a quantum chemistry calculation of a cluster of 4 separate species, CH8O5 in total in a non-equilibrium geometry, from the OMol25 dataset.

Each line ends with the natural charge from an NBO analysis.
Positions of all 14 atoms, in Å:
O -0.84967 0.70730 1.43609  -0.020
C 0.18353 1.25207 1.97658  0.640
O 1.10084 2.00472 1.23847  -0.526
H 0.53834 0.97933 2.94903  0.268
H 1.16133 1.71966 0.30849  0.536
H 1.03296 0.07608 -0.89184  0.536
H 1.71444 1.25154 -1.88077  0.526
O 1.57532 0.94449 -0.97574  -0.993
H 0.91013 -2.53475 -1.18717  0.509
H -0.43295 -1.86036 -0.83385  0.513
O 0.55306 -1.64818 -0.92871  -1.004
H -2.94634 -1.46085 -0.05088  0.481
H -2.14307 -0.29432 -0.38189  0.455
O -2.39792 -1.13673 -0.77781  -0.922

The value obtained for the lowest unoccupied orbital energy (spin up / spin down) is -0.2396 / -0.3902 Ha. Its spin multiplicity is 2. The calculation puts the energy relative to the best compared isomer or geometry (same formula, charge and spin) at 1.401 eV. The value obtained for the HOMO-LUMO gap (spin up / spin down) is 9.086 / 4.985 eV. The net charge is +1. The molar mass is 100.1 g mol⁻¹.